No. 1
{
  "formula": "C19H26AgN5O5",
  "method": "wB97M-V/def2-TZVPD",
  "symbols": ["C", "C", "C", "H", "C", "N", "H", "C", "H", "H", "H", "O", "H", "H", "O", "C", "H", "O", "C", "N", "C", "H", "C", "C", "O", "H", "Ag", "H", "H", "H", "H", "C", "H", "H", "H", "N", "H", "H", "H", "O", "H", "C", "C", "C", "H", "H", "N", "C", "C", "N", "C", "H", "C", "C", "H", "H"],
  "xyz": [[3.2567, 1.0009, -4.4745], [-1.5833, 1.7582, 4.6178], [0.2778, -1.3863, -1.5933], [0.8505, 1.5710, -1.6895], [1.2683, -0.7230, 2.7909], [-3.8025, -0.4823, 0.8782], [2.4876, 1.7408, -4.2509], [2.6538, 0.5420, -1.0484], [1.6160, 2.2587, -0.2627], [-2.2010, 1.1537, -2.3683], [2.8013, 0.1737, -5.0167], [-2.2892, 2.2863, 1.1596], [-4.1099, -1.4421, 0.7846], [3.6076, 0.8070, -0.5778], [2.2147, -1.2210, 3.6096], [1.8140, 1.7964, -1.2302], [4.3838, 1.3109, -2.6533], [1.2488, -0.9724, 1.6134], [-0.5797, 1.2522, 5.4184], [-2.5614, 1.0349, -1.4309], [0.3875, 0.4263, 4.8534], [0.7439, -4.7465, 0.0851], [3.9173, 0.4918, -3.2032], [-4.5123, 0.3911, -0.0662], [3.0244, -2.0200, -3.5689], [-4.4858, 1.3999, 0.3488], [-1.3416, 0.0508, 0.5083], [-2.3780, 2.3807, 5.0032], [-0.5416, 1.4888, 6.4734], [1.1915, 0.0083, 5.4399], [-1.3087, -3.3871, 0.4053], [-1.5877, 1.4562, 3.2557], [2.5920, -3.8158, -1.3316], [-4.0155, -0.1803, 1.8236], [4.6964, -0.2304, -3.4533], [-0.7054, -1.8649, -0.8359], [2.1627, -0.1526, -0.3701], [-4.5754, 0.8975, -2.1319], [-2.6131, 1.9419, -0.9740], [-3.7926, 2.1581, 2.8356], [-5.5667, 0.1097, -0.1706], [-2.6716, 2.0370, 2.3256], [2.5673, -1.4052, -2.6157], [0.2865, 0.1513, 3.5007], [3.9980, 1.4654, -5.1256], [0.0780, -0.4428, -2.0891], [-0.6710, 0.6565, 2.7219], [-0.5039, -3.0347, -0.2293], [0.6489, -3.7838, -0.3974], [2.9677, -0.1491, -2.2951], [1.4989, -2.0234, -1.7632], [2.3214, 2.5303, -1.8578], [-3.8780, 0.3954, -1.4487], [1.6712, -3.2677, -1.1777], [2.7969, -1.7609, 3.0569], [-3.7553, -0.6312, -1.8082]],
  "forces_ev_per_angstrom": [[0.0, 0.0, 0.0], [0.0, 0.0, 0.0], [0.0, 0.0, 0.0], [0.0, 0.0, 0.0], [0.1, -0.1, 0.1], [0.1, 0.1, 0.1], [0.0, 0.0, 0.0], [0.1, -0.1, 0.1], [0.0, 0.0, 0.0], [0.0, 0.0, 0.0], [0.0, 0.0, 0.0], [0.0, 0.1, 0.0], [0.0, 0.0, 0.0], [0.0, 0.0, 0.0], [-0.1, 0.1, 0.0], [0.0, 0.0, 0.0], [0.0, 0.0, 0.0], [0.0, 0.0, 0.0], [0.0, 0.0, 0.0], [0.1, 0.0, 0.1], [0.0, 0.0, -0.1], [0.0, 0.0, 0.0], [0.0, 0.0, 0.0], [-0.1, 0.0, 0.0], [0.0, 0.0, 0.0], [0.0, 0.0, 0.0], [-0.1, -0.1, 0.0], [0.0, 0.0, 0.0], [0.0, 0.0, 0.0], [0.0, 0.0, 0.0], [0.0, 0.0, 0.0], [0.0, 0.0, 0.0], [0.0, 0.0, 0.0], [0.0, 0.0, 0.0], [0.0, 0.0, 0.0], [0.0, -0.1, 0.1], [0.0, 0.1, 0.0], [0.0, 0.0, 0.0], [0.0, 0.0, 0.0], [0.0, 0.0, 0.0], [0.0, 0.0, 0.0], [0.0, -0.1, 0.1], [0.1, 0.0, 0.0], [0.0, 0.0, 0.0], [0.0, 0.0, 0.0], [0.0, 0.0, 0.0], [-0.1, 0.1, -0.1], [0.0, -0.1, -0.1], [0.0, 0.0, 0.0], [-0.1, 0.0, -0.1], [-0.1, 0.0, 0.0], [0.0, 0.0, 0.0], [-0.1, 0.0, -0.1], [0.0, 0.0, 0.0], [0.0, 0.0, 0.0], [0.0, 0.0, 0.0]],
  "nbo_charge": [-0.62, -0.19, 0.06, 0.20, 0.78, -0.89, 0.20, -0.22, 0.23, 0.37, 0.23, -0.79, 0.36, 0.19, -0.67, -0.62, 0.19, -0.60, -0.17, -0.89, -0.21, 0.22, -0.22, -0.24, -0.62, 0.24, 0.87, 0.25, 0.22, 0.24, 0.20, 0.12, 0.23, 0.39, 0.22, -0.48, 0.24, 0.18, 0.41, -0.72, 0.18, 0.73, 0.66, 0.05, 0.21, 0.20, -0.46, 0.05, -0.25, -0.43, -0.16, 0.21, -0.22, -0.12, 0.50, 0.18],
  "largest_force_ev_per_a": 0.18,
  "gap_ha": 0.300,
  "lumo_ev": -0.039
}

=====

No. 2
{
  "formula": "C19H26BN7O2RuS2",
  "method": "wB97M-V/def2-TZVPD",
  "symbols": ["H", "C", "H", "C", "C", "C", "H", "H", "H", "N", "C", "C", "H", "H", "H", "C", "C", "H", "C", "C", "C", "N", "H", "H", "S", "C", "H", "H", "C", "C", "N", "O", "H", "H", "H", "N", "H", "S", "H", "H", "N", "H", "H", "C", "H", "C", "H", "N", "H", "H", "N", "O", "C", "B", "H", "Ru", "C", "C"],
  "xyz": [[1.7872, -1.0154, 2.0019], [-4.4433, 2.3916, 2.2766], [0.0854, -2.5096, 1.2468], [-0.2761, 1.9293, -0.4443], [1.0735, -2.0566, -3.0741], [-1.5759, 1.7202, 1.5795], [-1.2950, -3.4134, -3.3463], [0.1049, -1.4260, -4.8501], [-4.8842, 2.1846, 1.2999], [2.9580, -0.8367, -3.5081], [-0.6107, 1.2669, 0.7266], [-3.3271, 3.4393, 2.1637], [-3.4837, 4.0851, 4.2248], [4.8027, 0.4655, -4.6392], [-2.3870, 4.4784, -0.2311], [-3.9378, 4.7450, 1.6541], [-1.8844, 3.5636, 0.0437], [-2.7416, -4.1888, -1.4888], [-2.2386, 2.9099, 1.2283], [3.5917, -3.4039, 1.4147], [-1.4246, -3.4157, 0.0226], [4.1964, -4.4073, 2.0307], [3.5514, -2.2401, 3.1069], [-2.0228, -3.7328, 0.8646], [3.1956, -3.5508, -0.2407], [0.1755, -2.5770, -2.0319], [1.7088, -2.1106, -5.0990], [-0.6392, 3.6149, -1.7289], [0.7932, -2.2114, -4.5255], [-1.8169, -3.6682, -1.2808], [4.7974, 0.5316, -3.6331], [0.1858, 0.1135, 0.8496], [-1.9134, 4.4278, 3.4942], [5.4961, 1.0953, -3.1817], [0.3346, -3.1746, -4.7376], [2.0993, -1.4134, -2.6141], [-4.0772, 1.4517, 2.6938], [3.9378, 0.0731, -1.1496], [4.4601, -4.3806, 3.0039], [-3.1935, 5.5393, 1.5752], [2.6805, -1.1866, 1.5382], [4.4197, -5.2438, 1.5143], [3.2641, -0.3726, 1.7240], [3.8729, -0.1249, -2.9380], [-4.4201, 4.6179, 0.6834], [-0.2401, -2.7368, 0.2421], [-1.8135, 1.1806, 2.4859], [0.5475, -2.3285, -0.7523], [-2.3243, 2.7822, 3.9971], [-4.7009, 5.0813, 2.3559], [3.2937, -2.3119, 2.1321], [0.7478, 1.2255, -1.1023], [-0.8967, 3.0908, -0.8198], [0.9650, 0.1557, -0.2883], [-5.2335, 2.7565, 2.9334], [2.4021, -1.3337, -0.6327], [-1.0061, -3.2410, -2.3205], [-2.7207, 3.6956, 3.5502]],
  "forces_ev_per_angstrom": [[-0.1, 0.0, -0.1], [0.0, 0.0, 0.0], [0.0, 0.0, 0.0], [0.0, -0.1, 0.1], [0.0, 0.0, 0.0], [-0.1, 0.2, 0.0], [0.0, 0.0, 0.0], [0.0, 0.0, 0.0], [0.0, 0.0, 0.0], [0.1, 0.0, -0.1], [0.0, 0.2, -0.2], [0.0, 0.0, 0.0], [0.0, 0.0, 0.0], [0.0, 0.0, 0.0], [0.0, 0.0, 0.0], [0.0, 0.0, 0.0], [-0.1, -0.1, 0.1], [0.0, 0.0, 0.0], [0.0, 0.0, 0.0], [0.0, -0.1, 0.0], [0.0, 0.0, 0.0], [0.0, 0.0, 0.0], [0.0, 0.0, 0.0], [0.0, 0.0, 0.0], [-0.3, 0.2, 0.0], [0.0, 0.0, -0.1], [0.0, 0.0, 0.0], [0.0, 0.0, 0.0], [0.0, 0.0, 0.0], [0.0, 0.0, 0.0], [0.0, 0.0, -0.1], [0.1, 0.3, -0.1], [0.0, 0.0, 0.0], [0.0, 0.0, 0.0], [0.0, 0.0, 0.0], [0.1, -0.1, 0.1], [0.0, 0.0, 0.0], [0.1, 0.5, 0.0], [0.0, 0.0, 0.0], [0.0, 0.0, 0.0], [0.1, 0.0, 0.0], [0.0, 0.0, 0.0], [0.0, 0.0, 0.0], [-0.1, -0.1, 0.1], [0.0, 0.0, 0.0], [0.0, -0.1, 0.0], [0.0, 0.0, 0.0], [-0.3, 0.0, -0.1], [0.0, 0.0, 0.0], [0.0, 0.0, 0.0], [0.1, 0.0, 0.0], [-0.3, 0.0, 0.2], [0.0, -0.1, 0.1], [0.3, -0.3, -0.1], [0.0, 0.0, 0.0], [0.4, -0.6, 0.1], [0.0, 0.0, 0.0], [0.0, 0.0, 0.0]],
  "nbo_charge": [0.42, -0.60, 0.21, 0.19, 0.33, -0.26, 0.25, 0.27, 0.21, -0.36, 0.26, -0.08, 0.22, 0.43, 0.24, -0.61, -0.20, 0.26, 0.04, 0.33, -0.21, -0.73, 0.42, 0.26, 0.08, 0.14, 0.28, 0.24, -0.69, -0.11, -0.74, -0.73, 0.22, 0.43, 0.25, -0.20, 0.20, 0.22, 0.43, 0.21, -0.56, 0.44, 0.41, 0.31, 0.21, 0.09, 0.23, -0.41, 0.20, 0.23, -0.42, -0.67, -0.22, 1.02, 0.22, 0.19, -0.18, -0.60],
  "largest_force_ev_per_a": 0.74,
  "charge": 2,
  "gap_ha": [0.199, 0.199],
  "lumo_ev": [-7.913, -7.913]
}

=====

No. 3
{
  "formula": "C19H26ClN3O2",
  "method": "wB97M-V/def2-TZVPD",
  "symbols": ["H", "C", "H", "H", "H", "C", "H", "H", "H", "C", "H", "H", "O", "C", "C", "Cl", "H", "H", "H", "C", "C", "C", "H", "C", "C", "H", "N", "H", "H", "H", "C", "H", "H", "C", "C", "C", "C", "H", "O", "H", "N", "N", "H", "H", "C", "C", "H", "C", "C", "H", "H"],
  "xyz": [[-3.4526, 1.4158, -0.4526], [6.9626, -0.3137, 0.1134], [6.1581, 0.9142, 2.1486], [8.2425, -0.7226, -1.6888], [7.4009, 0.9689, 0.1443], [5.2655, 2.3632, 0.6737], [6.7692, -1.7262, -1.5713], [-4.8574, -2.7023, -0.0885], [2.7242, 3.5040, -1.6294], [-4.0688, -0.5611, -0.1586], [3.1201, 1.8347, 0.5121], [6.5472, -0.0784, -2.1576], [-1.6347, 0.8529, -0.9191], [3.6539, 3.4889, -0.8446], [-6.2172, -1.0400, 0.2515], [-8.1722, 0.8426, 0.5453], [2.6222, -1.2585, 2.8825], [5.8556, 2.5869, -0.0021], [0.3650, -0.9379, 1.5438], [3.5635, -1.2061, 0.7982], [2.5763, -1.2868, 1.6054], [-5.0342, -1.3413, -0.2888], [-2.7296, -2.2051, -0.6174], [5.0521, -1.5711, 0.7109], [4.0035, 2.1867, -0.1663], [5.4474, -2.2155, 0.2645], [5.6497, -0.2928, 0.2987], [5.1875, -1.6449, 2.0751], [5.1528, 2.9960, 1.4369], [7.4751, -0.7896, 0.6453], [1.6777, -1.1382, -0.2032], [4.0446, 1.2573, -0.8191], [1.2426, -1.1780, -2.0644], [0.8772, -0.6403, -1.5151], [-1.6485, -0.4498, -1.0714], [5.4252, 0.9121, 1.3868], [1.2785, -1.0990, 1.1984], [4.3052, 3.7703, -1.5456], [2.9305, -1.1795, -0.3685], [0.6719, 0.3326, -1.8032], [-2.7513, -1.0156, -0.5703], [-0.5865, -1.2373, -1.1523], [-0.5685, -2.0525, -0.9657], [-7.0588, -1.7243, 0.5015], [7.0720, -0.8511, -1.2066], [-5.5070, 1.3681, -0.0273], [4.3823, 0.6393, 2.0200], [-6.5420, 0.1146, 0.2840], [-4.3544, 0.7190, -0.1914], [-5.7380, 2.3758, -0.0246], [3.5163, 4.3739, -0.2906]],
  "forces_ev_per_angstrom": [[-1.6, -1.5, 0.7], [-2.3, 10.2, -8.7], [1.3, -0.4, 0.5], [-2.8, -0.7, 1.6], [-1.0, -4.1, -0.3], [-6.5, -8.0, 3.5], [-1.5, -4.0, -0.3], [0.0, 4.1, -1.4], [1.5, -0.6, 2.3], [7.8, -0.4, -3.2], [1.3, 0.9, -0.8], [1.2, -2.0, 3.2], [1.3, -3.5, -2.3], [-4.6, -1.3, -1.7], [-3.2, -9.4, 0.3], [0.5, -1.1, 0.3], [0.8, -0.4, -3.7], [7.0, 2.1, -5.6], [-3.4, 0.5, 1.8], [3.8, -3.2, -3.2], [-2.2, 0.5, 13.6], [-1.5, -12.4, 2.3], [-0.3, 4.6, 0.2], [-6.7, 13.7, 12.5], [-3.0, -1.1, 1.3], [5.0, -10.6, -6.8], [-5.4, 3.3, 4.9], [0.3, -0.6, -3.7], [-0.4, 2.9, 2.7], [7.8, -6.9, 9.1], [-6.5, 3.8, 0.3], [0.6, 1.6, 0.3], [6.5, -9.8, -12.0], [-8.7, 4.5, 14.3], [-0.6, 6.0, 4.1], [-3.7, -1.2, -1.1], [5.2, -1.2, -7.8], [3.5, 0.8, -2.6], [2.5, 0.2, -3.9], [0.3, 2.1, 0.1], [-1.8, -7.0, 0.3], [3.6, 14.1, -5.5], [-0.2, -13.4, 3.0], [1.1, -0.2, -0.4], [5.3, 6.3, -7.9], [-2.9, -7.9, 1.3], [2.7, 1.0, -2.0], [-2.6, 17.6, -0.1], [3.5, 9.7, -0.6], [-0.5, 1.6, -0.1], [-0.3, 0.7, 1.5]],
  "nbo_charge": [0.29, -0.17, 0.18, 0.19, 0.16, -0.40, 0.20, 0.16, 0.20, 0.07, 0.19, 0.19, -0.72, -0.61, -0.38, -0.07, 0.20, 0.19, 0.23, 0.20, -0.24, -0.09, 0.37, -0.12, -0.40, 0.15, -0.46, 0.12, 0.20, 0.14, 0.29, 0.23, 0.14, -0.15, 0.75, -0.21, -0.31, 0.20, -0.40, 0.24, -0.57, -0.57, 0.35, 0.25, -0.57, -0.15, 0.21, 0.08, -0.24, 0.23, 0.21],
  "largest_force_ev_per_a": 19.67,
  "gap_ha": 0.336,
  "lumo_ev": 0.477
}